Record 1
7
Properties=species:S:1:pos:R:3:forces:R:3 method="wB97M-V/def2-TZVPD" gap_ev=9.0 molar_mass_g_mol=97.16 multiplicity=1
S 0.756884 1.605230 1.152245 0.48 -0.98 0.36
N -0.988910 -0.059320 -0.161128 -0.96 -3.79 -0.08
O 0.882692 -1.435859 1.141568 -0.85 1.22 -0.39
S 0.536761 -0.192379 0.483379 1.41 0.53 -4.44
H -1.262576 -0.513981 -1.056189 0.92 -0.59 1.16
H 1.188850 -0.261966 -1.199889 -0.49 -0.04 3.40
H -1.113700 0.858276 -0.359985 -0.51 3.67 -0.02


Record 2
6
Properties=species:S:1:pos:R:3:forces:R:3 method="wB97M-V/def2-TZVPD" gap_ev="6.1 / 6.1" molar_mass_g_mol=61.12 multiplicity=1
H -0.259441 -0.863468 -1.236292 0.16 0.84 1.37
H -0.798098 1.055750 0.472667 -0.61 -0.31 0.31
O 1.254057 3.424515 -0.852141 -0.18 -0.79 0.27
N 1.051144 2.416347 -1.367679 -0.13 -0.65 0.15
Si 0.121958 0.028733 0.003565 1.85 0.11 -0.93
H 0.988317 -0.725161 1.106443 -1.10 0.79 -1.17


Record 3
6
Properties=species:S:1:pos:R:3:forces:R:3 method="wB97M-V/def2-TZVPD" gap_ev="7.5 / 7.5" molar_mass_g_mol=81.16 smiles="N=S.S" multiplicity=1
H -2.907329 -0.669591 -0.246860 -1.14 -0.13 -0.48
H 2.846551 -0.896112 0.859560 0.18 0.07 0.71
N -2.212391 -0.095384 0.181857 1.29 1.42 0.88
H 0.985796 -0.048249 0.800960 0.53 -0.27 0.06
S 1.899370 -0.627209 -0.014488 -0.75 0.19 -0.78
S -2.533290 1.412126 0.469268 -0.11 -1.27 -0.39


Record 4
8
Properties=species:S:1:pos:R:3:forces:R:3 method="wB97M-V/def2-TZVPD" gap_ev=8.9 molar_mass_g_mol=114.06 smiles="O=PSO.O" multiplicity=1
H 1.827301 1.222334 1.291100 -1.40 -2.03 2.21
H -1.928721 -1.068767 0.090182 -0.60 -0.03 -0.41
S 1.986302 1.061432 -0.845580 -0.91 -1.40 -0.61
O 2.172804 1.715981 0.599817 1.65 2.72 -1.15
O 0.485671 -0.534394 1.080814 -0.06 0.27 0.69
O -2.301235 -0.610949 -0.682825 -0.08 -0.19 -0.07
H -2.915136 -1.203572 -1.156927 0.58 0.22 0.62
P 0.673011 -0.582067 -0.376583 0.81 0.44 -1.29


Record 5
8
Properties=species:S:1:pos:R:3:forces:R:3 method="wB97M-V/def2-TZVPD" gap_ev="6.3 / 7.7" molar_mass_g_mol=83.02 charge=+1 multiplicity=1
O -0.656658 -0.127916 0.278009 -1.70 0.25 -1.22
H -1.311826 0.053390 -0.439576 0.80 -0.11 0.49
H -1.287065 -0.316580 0.982589 0.29 -0.15 0.49
O 1.868312 0.630843 -0.820397 -0.65 -0.83 0.30
H 1.107546 0.289075 -1.419865 0.92 0.28 1.50
O 1.660568 0.090230 0.425123 -0.90 0.59 -0.70
O 3.128168 -0.803577 1.865650 -0.84 -0.18 1.63
O 2.957427 -0.413257 0.783273 2.07 0.14 -2.48


Record 6
6
Properties=species:S:1:pos:R:3:forces:R:3 method="wB97M-V/def2-TZVPD" gap_ev=9.7 molar_mass_g_mol=82.06 smiles=OPS multiplicity=1
H -1.695106 -1.165326 -1.251690 0.30 0.84 2.36
S -1.580164 -0.766585 0.159831 1.11 0.86 -2.43
O 1.374701 0.028784 0.489852 1.89 -1.62 -0.71
H -0.103389 1.692520 0.934298 -0.07 -0.67 -0.26
P 0.168763 0.834838 -0.196313 -2.13 -0.92 -0.25
H 1.835196 -0.624230 -0.135980 -1.11 1.51 1.29